(1)
Entry from OMol25: a 13-piece molecular cluster, C44H123N9O13 overall at a distorted geometry (the ωB97M-V functional and the def2-TZVPD basis).

Results
2S+1: 1
molecular weight: 986.5 Da
energy relative to the best compared isomer or geometry (same formula, charge and spin): 175.8 kcal per mole
max |F|: 0.091 Eh/bohr
LUMO: 0.01750 hartree

```
189
Properties=species:S:1:pos:R:3:forces:R:3
C -1.892 4.383 5.973 0.564 2.442 0.632
C -1.735 5.870 5.411 -0.297 -2.155 0.918
O -2.283 5.822 4.114 -0.024 1.031 -0.301
H -1.747 4.503 7.047 0.357 -0.563 0.221
H -1.184 3.683 5.531 -0.282 0.019 -0.006
H -2.942 4.109 5.876 0.175 -0.287 -0.389
H -0.736 6.306 5.407 0.243 -0.538 -0.290
H -2.287 6.527 6.083 -0.336 0.150 -0.084
H -3.224 5.831 4.305 -0.235 -0.107 -0.718
C 4.055 -0.772 -1.392 -0.958 -0.627 -0.360
C 4.878 -1.452 -2.472 -0.593 -0.066 1.536
O 6.145 -0.974 -2.254 2.894 1.097 -1.324
H 4.043 0.310 -1.524 0.017 -0.018 -0.093
H 4.520 -1.004 -0.434 -0.147 0.036 0.185
H 3.038 -1.165 -1.388 -0.260 0.166 0.231
H 4.546 -1.221 -3.485 0.206 0.078 0.016
H 4.931 -2.531 -2.329 -0.626 -0.265 -0.294
H 6.525 -1.204 -1.403 -0.458 -0.194 0.050
C -3.684 0.764 3.984 0.021 -1.282 0.483
C -3.162 0.537 5.442 -0.844 0.791 -1.838
O -3.868 1.470 6.273 0.759 -0.687 0.094
H -3.579 1.754 3.539 0.294 0.017 0.421
H -4.730 0.471 3.892 -0.261 0.329 0.486
H -3.249 0.020 3.316 0.588 0.154 -0.095
H -2.081 0.665 5.492 0.138 0.409 -0.011
H -3.333 -0.493 5.756 -0.359 -0.129 -0.028
H -3.454 1.320 7.126 -0.303 0.416 0.457
C 2.297 6.495 3.741 0.073 0.151 -0.685
C 1.382 6.452 2.513 0.055 -0.115 -0.181
O 0.387 5.419 2.492 0.449 0.775 0.515
H 1.785 6.365 4.694 -0.060 -0.255 -0.116
H 2.742 7.490 3.760 0.130 0.069 0.065
H 3.118 5.793 3.597 -0.114 -0.202 0.439
H 1.977 6.279 1.615 0.188 0.142 0.017
H 0.900 7.422 2.396 -0.142 0.072 -0.075
H -0.339 5.818 2.977 -0.693 -0.506 0.039
C 3.204 -4.195 4.006 0.091 2.146 2.196
C 2.891 -2.687 3.864 -0.937 -0.926 -2.173
C 3.517 -1.698 4.795 1.191 -0.287 1.390
O 2.992 -0.416 4.572 -0.662 0.667 -0.532
C 3.729 0.747 4.961 0.108 -1.004 -0.001
N 3.268 -2.323 2.529 0.832 0.868 -1.131
H 4.289 -4.273 4.088 0.008 -0.572 -0.405
H 2.688 -4.844 3.300 0.217 0.251 0.079
H 2.804 -4.273 5.017 0.035 -1.361 0.207
H 1.804 -2.601 3.885 -0.439 0.098 0.791
H 4.599 -1.765 4.689 0.390 0.435 -0.760
H 3.457 -1.990 5.844 -0.840 -0.072 0.465
H 3.700 0.876 6.043 0.206 -0.113 0.205
H 3.292 1.648 4.532 -0.225 -0.335 -0.277
H 4.751 0.651 4.597 0.171 0.154 0.132
H 3.081 -3.039 1.842 -0.321 0.025 0.110
H 2.779 -1.484 2.254 0.137 0.137 -0.239
C 1.277 0.893 -7.587 -1.188 -0.880 0.979
C -0.240 0.655 -7.120 0.969 1.329 -0.288
C -0.758 1.835 -6.324 -0.524 -0.614 1.495
O -0.053 2.053 -5.133 1.860 0.779 1.416
C -0.082 1.157 -4.052 -1.191 -1.606 0.111
N -1.051 0.483 -8.283 0.035 -0.122 -1.973
H 1.396 1.590 -8.417 -0.445 -0.227 -0.244
H 1.649 -0.105 -7.820 0.239 0.221 -0.439
H 1.920 1.298 -6.806 -0.315 -0.090 0.356
H -0.335 -0.249 -6.518 0.338 0.008 0.135
H -1.779 1.665 -5.981 -0.595 -0.259 -0.553
H -0.748 2.806 -6.821 0.206 -0.183 -0.484
H 0.331 0.178 -4.297 0.838 0.140 0.029
H -1.059 0.835 -3.690 -1.118 0.334 -0.739
H 0.236 1.521 -3.075 1.121 0.676 -0.623
H -2.053 0.361 -8.248 0.069 -0.139 0.861
H -0.897 1.253 -8.917 0.074 0.006 -0.198
C -4.140 0.662 -2.031 -1.103 -0.537 -1.049
C -4.615 2.069 -1.607 2.572 -0.737 3.812
C -5.694 1.923 -0.453 -0.371 -0.432 -1.908
O -5.408 1.162 0.721 -1.060 -0.053 0.439
C -6.686 0.805 1.393 0.704 0.662 -1.351
N -3.407 2.770 -1.057 -0.543 0.773 -0.672
H -4.852 0.216 -2.726 -0.172 0.026 -0.424
H -4.104 -0.113 -1.266 0.120 0.573 0.677
H -3.171 0.640 -2.531 -0.006 0.390 0.030
H -4.962 2.723 -2.407 -0.414 -0.410 0.034
H -6.385 1.356 -1.076 -1.050 -0.153 0.373
H -6.166 2.862 -0.163 0.253 0.253 -0.152
H -7.477 1.531 1.208 0.348 0.796 0.158
H -6.554 0.717 2.472 0.294 -0.277 -0.301
H -7.154 -0.048 0.900 0.557 -0.695 0.282
H -2.763 2.798 -1.835 0.355 0.361 -0.127
H -2.910 2.276 -0.330 -0.355 -0.528 0.166
C -0.135 4.861 -2.341 -0.756 0.632 -1.146
C -0.980 5.228 -3.611 0.068 -0.846 -1.046
C -0.109 5.812 -4.753 0.616 0.957 1.317
O -0.848 6.235 -5.923 0.260 -1.377 0.191
C -0.130 5.943 -7.123 0.652 0.969 -0.077
N -1.702 4.111 -4.264 -0.787 0.380 0.762
H 0.410 3.923 -2.447 0.284 0.226 -0.279
H -0.712 4.778 -1.420 -0.402 0.030 -0.224
H 0.507 5.734 -2.218 0.534 -0.291 0.264
H -1.689 6.009 -3.337 -0.243 -0.116 0.129
H 0.686 5.088 -4.927 -0.127 -0.302 -0.717
H 0.412 6.669 -4.327 0.112 0.518 -0.211
H 0.354 4.967 -7.113 0.014 -0.037 0.162
H 0.603 6.736 -7.276 0.728 -0.145 0.320
H -0.657 6.054 -8.071 -1.154 -0.301 0.508
H -1.137 3.288 -4.416 0.498 0.231 0.566
H -1.818 4.447 -5.209 -0.691 0.061 -0.242
C 6.651 3.025 0.019 0.889 0.396 -2.320
C 5.289 3.623 0.268 -0.684 0.564 1.431
C 4.470 4.201 -0.937 1.154 -1.181 0.247
O 4.434 3.238 -1.942 -0.089 -1.331 -1.589
C 3.769 3.594 -3.151 -0.054 0.176 0.512
N 4.607 2.607 1.097 0.518 0.269 -0.899
H 7.253 3.669 -0.621 0.358 0.717 0.482
H 6.625 2.220 -0.715 -0.638 -0.707 0.295
H 7.242 2.682 0.869 -0.463 0.337 0.205
H 5.419 4.483 0.925 0.122 0.393 0.021
H 5.038 5.044 -1.330 -0.309 0.671 0.163
H 3.433 4.392 -0.661 0.056 0.646 0.465
H 2.687 3.666 -3.034 -0.239 0.007 0.339
H 3.930 2.848 -3.929 0.364 -0.140 0.292
H 4.097 4.564 -3.525 0.268 0.169 -0.029
H 4.891 1.800 0.560 -0.726 -0.930 0.424
H 3.608 2.729 1.012 -0.239 -0.234 -0.168
C -1.607 -7.249 3.485 -0.103 -0.335 0.467
C -1.350 -5.915 2.904 0.002 2.356 -1.482
C -2.504 -4.891 3.049 -0.047 -0.252 -0.182
O -2.378 -3.712 2.221 4.052 -2.178 -0.200
C -3.496 -3.047 1.886 -2.854 -0.320 0.581
N -0.097 -5.374 3.388 0.182 0.261 0.053
H -0.636 -7.714 3.656 -0.088 -0.341 -0.450
H -2.229 -7.779 2.764 -0.063 -0.523 0.557
H -2.031 -7.185 4.487 -0.508 -0.062 -0.031
H -1.297 -6.006 1.819 0.435 -0.223 -0.255
H -2.514 -4.554 4.085 -0.452 -0.019 0.294
H -3.366 -5.507 2.792 -0.715 0.558 -0.011
H -4.161 -3.659 1.277 -0.314 -0.389 -0.143
H -3.404 -2.136 1.294 0.818 0.205 0.519
H -3.981 -2.928 2.854 -0.975 1.073 -0.154
H -0.028 -4.439 3.012 0.318 0.334 -0.273
H -0.263 -5.197 4.369 0.353 -0.056 0.574
C -0.748 2.629 1.779 0.702 -1.351 -0.196
C 0.578 2.059 1.190 -1.262 0.632 -1.033
C 0.323 1.622 -0.299 0.370 -1.307 0.950
O -0.671 0.587 -0.486 -0.511 0.072 1.008
C -0.309 -0.766 -0.054 0.686 1.649 -1.263
N 1.662 3.092 1.189 -1.114 -0.938 0.130
H -0.602 2.834 2.840 -0.133 0.389 -0.078
H -1.459 1.806 1.707 -0.348 0.094 0.023
H -1.134 3.479 1.217 0.134 0.121 0.162
H 0.817 1.174 1.780 0.491 0.067 -0.017
H 1.247 1.210 -0.703 0.453 0.281 -0.090
H 0.026 2.489 -0.889 -0.217 -0.122 0.041
H 0.354 -1.088 -0.858 0.180 -0.674 0.104
H -1.197 -1.398 -0.029 -0.034 0.313 0.120
H 0.260 -0.796 0.875 -0.263 0.061 0.190
H 2.031 3.095 2.129 0.287 -0.057 0.325
H 1.111 3.938 1.208 0.165 0.581 -0.264
C 3.633 -6.221 0.612 -0.713 0.663 2.003
C 3.545 -5.543 -0.718 0.798 0.342 0.443
C 3.314 -4.008 -0.702 -1.638 -0.910 -1.244
O 2.184 -3.614 0.035 0.106 1.006 1.608
C 0.949 -4.220 -0.224 -0.203 -0.483 -0.016
N 4.835 -5.809 -1.331 0.226 0.074 -1.346
H 3.742 -7.305 0.608 0.403 0.152 -0.493
H 2.768 -6.055 1.253 -0.465 0.120 -0.227
H 4.404 -5.734 1.210 0.526 -0.311 -0.010
H 2.723 -6.044 -1.230 0.176 0.182 -0.657
H 3.056 -3.660 -1.702 0.200 -0.549 -0.875
H 4.192 -3.384 -0.534 -0.033 -0.297 1.242
H 0.891 -5.226 0.191 0.169 -0.331 -0.183
H 0.701 -4.241 -1.285 0.128 -0.060 -0.300
H 0.136 -3.698 0.280 0.317 0.512 0.131
H 5.598 -5.503 -0.743 -0.061 -0.177 0.654
H 4.955 -5.192 -2.121 -0.096 -0.127 -0.671
C -4.109 -8.421 -0.245 2.302 0.178 1.406
C -4.991 -7.347 -0.737 0.152 -0.272 -1.149
C -4.266 -6.161 -1.518 -1.216 0.179 -0.266
O -3.218 -5.548 -0.824 0.053 -2.095 2.165
C -2.789 -4.335 -1.247 0.386 1.793 -0.751
N -5.968 -8.004 -1.611 -0.345 1.876 -0.604
H -3.299 -7.902 0.269 0.376 -0.221 0.476
H -3.594 -9.049 -0.972 -0.435 0.009 -0.346
H -4.622 -9.023 0.505 -0.011 -0.214 -0.166
H -5.511 -7.006 0.158 -0.029 0.840 -0.216
H -5.068 -5.475 -1.788 -0.325 0.587 0.565
H -3.863 -6.308 -2.520 -0.003 -1.452 -0.310
H -1.820 -4.028 -0.854 0.051 -0.634 0.603
H -3.474 -3.554 -0.918 -0.279 0.305 -0.433
H -2.604 -4.299 -2.321 -0.467 0.052 -0.460
H -6.336 -8.843 -1.186 0.265 -0.116 -0.283
H -5.454 -8.156 -2.468 -0.454 -0.778 -0.212
```
Forces are in eV/Å.

Results of the Mulliken charge analysis, in e, for atoms 1 through 99: number 1, C, carries -0.867; number 2, C, carries -0.320; number 3, O, carries -0.573; number 4, H, carries 0.409; number 5, H, carries 0.180; number 6, H, carries 0.303; number 7, H, carries 0.189; number 8, H, carries 0.351; number 9, H, carries 0.315; number 10, C, carries -0.491; number 11, C, carries -0.116; number 12, O, carries -0.588; number 13, H, carries 0.276; number 14, H, carries 0.397; number 15, H, carries -0.102; number 16, H, carries 0.328; number 17, H, carries 0.061; number 18, H, carries 0.315; number 19, C, carries -0.679; number 20, C, carries -0.402; number 21, O, carries -0.540; number 22, H, carries 0.371; number 23, H, carries 0.210; number 24, H, carries 0.088; number 25, H, carries 0.305; number 26, H, carries 0.346; number 27, H, carries 0.295; number 28, C, carries -1.023; number 29, C, carries -0.332; number 30, O, carries -0.341; number 31, H, carries 0.220; number 32, H, carries 0.389; number 33, H, carries 0.239; number 34, H, carries 0.198; number 35, H, carries 0.504; number 36, H, carries 0.182; number 37, C, carries -1.502; number 38, C, carries 1.084; number 39, C, carries -1.150; number 40, O, carries -0.123; number 41, C, carries -0.684; number 42, N, carries -0.643; number 43, H, carries 0.359; number 44, H, carries 0.166; number 45, H, carries 0.474; number 46, H, carries 0.069; number 47, H, carries 0.420; number 48, H, carries 0.383; number 49, H, carries 0.290; number 50, H, carries 0.103; number 51, H, carries 0.347; number 52, H, carries 0.121; number 53, H, carries 0.129; number 54, C, carries -1.238; number 55, C, carries 0.354; number 56, C, carries -0.777; number 57, O, carries -0.146; number 58, C, carries -1.097; number 59, N, carries -0.664; number 60, H, carries 0.353; number 61, H, carries 0.361; number 62, H, carries 0.241; number 63, H, carries 0.292; number 64, H, carries 0.362; number 65, H, carries 0.237; number 66, H, carries 0.651; number 67, H, carries 0.299; number 68, H, carries -0.024; number 69, H, carries 0.248; number 70, H, carries 0.263; number 71, C, carries -0.687; number 72, C, carries 0.364; number 73, C, carries -1.103; number 74, O, carries -0.085; number 75, C, carries -0.896; number 76, N, carries -0.543; number 77, H, carries 0.503; number 78, H, carries 0.124; number 79, H, carries -0.197; number 80, H, carries 0.513; number 81, H, carries 0.401; number 82, H, carries 0.441; number 83, H, carries 0.373; number 84, H, carries 0.188; number 85, H, carries 0.358; number 86, H, carries 0.008; number 87, H, carries 0.177; number 88, C, carries -0.501; number 89, C, carries 0.186; number 90, C, carries -0.818; number 91, O, carries -0.400; number 92, C, carries -0.581; number 93, N, carries -0.639; number 94, H, carries -0.507; number 95, H, carries 0.289; number 96, H, carries 0.462; number 97, H, carries 0.393; number 98, H, carries 0.312; number 99, H, carries 0.472

=====

(2)
Entry from OMol25: a 2-piece molecular cluster, C2H7NOS overall at a distorted geometry (the ωB97M-V functional and the def2-TZVPD basis).

Results
2S+1: 1
molecular weight: 93.2 Da
energy relative to the best compared isomer or geometry (same formula, charge and spin): 17.9 kcal per mole
max |F|: 0.037 Eh/bohr
LUMO: 0.02685 hartree
SMILES: NC=O.CS

```
12
Properties=species:S:1:pos:R:3:forces:R:3
N 3.730 -0.183 1.285 0.241 -0.715 -1.753
C 3.910 -0.717 0.018 0.330 -0.547 0.312
O 3.691 -1.876 -0.244 -0.362 0.191 0.012
H 4.036 0.767 1.387 -0.704 0.194 0.429
H 2.901 -0.606 1.674 0.190 0.507 0.883
H 4.284 -0.048 -0.764 0.305 0.369 0.116
C -3.434 1.937 -0.402 -0.720 -0.735 -0.835
S -3.405 0.110 -0.372 -0.086 0.208 -0.041
H -4.027 2.317 0.419 0.305 0.266 0.115
H -3.836 2.271 -1.359 -0.249 -0.037 0.129
H -2.413 2.239 -0.446 0.744 0.406 0.600
H -4.670 -0.044 -0.781 0.007 -0.106 0.033
```
Forces are in eV/Å.

natural (NBO) analysis output, partial charges in e: number 1, N, carries -0.848; number 2, C, carries 0.521; number 3, O, carries -0.579; number 4, H, carries 0.392; number 5, H, carries 0.409; number 6, H, carries 0.105; number 7, C, carries -0.720; number 8, S, carries -0.054; number 9, H, carries 0.217; number 10, H, carries 0.217; number 11, H, carries 0.222; number 12, H, carries 0.117